Below is the molecule C8H14BrNSi at a distorted geometry, with properties calculated with wB97M-V/def2-TZVPD.

## Properties
HOMO (spin up / spin down): -7.061 / -7.064 eV
ΔE to the lowest compared entry with this formula, charge and spin: 61.7 kcal per mole
HOMO-LUMO gap (spin up / spin down): 6.376 / 6.379 eV
multiplicity: 1
E_tot: -3231.40467 hartree
M: 232.20 g/mol

Positions of all 25 atoms, in Å:
C (2.033, -2.096, -1.023)
C (3.234, -1.717, -0.425)
C (0.823, -1.447, -0.901)
C (3.437, -1.021, 0.797)
C (2.880, -1.426, 1.966)
C (-0.745, 2.276, -0.643)
C (-0.896, 0.629, 2.038)
C (-2.331, -0.471, -0.560)
N (0.618, -0.278, -0.294)
Si (-0.888, 0.545, 0.139)
Br (1.247, -2.368, 2.057)
H (2.055, -2.933, -1.710)
H (4.136, -2.150, -0.853)
H (-0.039, -1.865, -1.399)
H (4.366, -0.467, 0.908)
H (1.457, 0.089, 0.141)
H (-1.161, 2.303, -1.645)
H (-1.271, 3.019, -0.055)
H (0.293, 2.587, -0.711)
H (-1.260, -0.295, 2.474)
H (0.109, 0.784, 2.421)
H (-1.519, 1.439, 2.404)
H (-2.304, -0.527, -1.645)
H (-2.315, -1.482, -0.165)
H (-3.282, -0.029, -0.279)

Forces on atoms 1 to 6 (eV/Å):
C 0.714 -0.411 -0.090
C -0.396 -0.160 0.003
C -0.252 0.698 0.315
C 0.282 0.194 -1.087
C 0.037 0.315 1.302
C -0.213 -0.655 0.367

Just the Löwdin charges please, in e? Sure, here they are:
1 C -0.152
2 C -0.101
3 C -0.209
4 C -0.363
5 C -0.511
6 C -0.164
7 C -0.179
8 C -0.167
9 N -0.036
10 Si 0.525
11 Br 0.644
12 H 0.099
13 H 0.111
14 H 0.114
15 H 0.077
16 H 0.089
17 H 0.023
18 H 0.022
19 H 0.024
20 H 0.015
21 H 0.024
22 H 0.024
23 H 0.029
24 H 0.030
25 H 0.030

---

Below is a cluster of 2 separate species, C7H11N2O2P in total at a distorted geometry, with properties calculated with wB97M-V/def2-TZVPD.

## Properties
HOMO: -8.571 eV
ΔE to the lowest compared entry with this formula, charge and spin: 40.6 kcal per mole
HOMO-LUMO gap: 9.270 eV
multiplicity: 1
E_tot: -874.64831 hartree
M: 186.15 g/mol

Positions of all 23 atoms, in Å:
C (-0.984, -0.921, 0.867)
C (-1.987, -0.647, -0.090)
C (-0.352, 0.124, 1.520)
C (-2.304, 0.644, -0.438)
C (-0.569, 1.414, 1.078)
C (-1.492, 1.681, 0.038)
C (1.445, -1.711, -0.675)
N (1.619, 2.180, -0.485)
N (1.391, -0.269, -1.091)
O (2.473, 0.274, 1.315)
O (-1.771, 2.928, -0.264)
P (1.868, 0.760, 0.082)
H (-0.720, -1.804, 1.312)
H (-2.544, -1.403, -0.374)
H (0.276, 0.103, 2.363)
H (-3.115, 1.002, -1.071)
H (-0.086, 2.119, 1.754)
H (1.243, -1.978, 0.324)
H (0.762, -2.396, -1.380)
H (2.455, -1.938, -0.944)
H (-1.114, 3.514, 0.008)
H (1.690, 2.878, 0.267)
H (0.545, -0.095, -1.572)

Forces on atoms 1 to 6 (eV/Å):
C -0.824 2.317 -0.124
C 3.041 2.177 2.633
C -1.232 1.010 -1.411
C 0.917 1.683 -0.388
C -0.638 -0.238 0.378
C 0.501 -1.471 2.338

Just the Löwdin charges please, in e? Sure, here they are:
1 C -0.100
2 C -0.055
3 C -0.152
4 C 0.003
5 C -0.098
6 C -0.341
7 C -0.138
8 N -0.166
9 N -0.149
10 O -0.285
11 O 0.106
12 P 0.515
13 H 0.079
14 H 0.055
15 H 0.096
16 H 0.127
17 H 0.125
18 H 0.034
19 H 0.134
20 H 0.058
21 H 0.082
22 H 0.000
23 H 0.072

---

Below is the molecule C3H3FO2 at a distorted geometry, with properties calculated with wB97M-V/def2-TZVPD.

## Properties
HOMO (spin up / spin down): -9.749 / -8.049 eV
ΔE to the lowest compared entry with this formula, charge and spin: 178.4 kcal per mole
HOMO-LUMO gap (spin up / spin down): 10.024 / 7.436 eV
multiplicity: 1
E_tot: -366.16377 hartree
M: 90.05 g/mol

Positions of all 9 atoms, in Å:
C (-0.414, 0.686, -0.181)
C (0.522, 0.987, -0.999)
C (-0.503, -0.654, 0.631)
O (1.658, -1.101, -0.008)
O (0.803, -0.999, 1.011)
F (1.317, 1.557, -1.831)
H (-1.198, 1.431, -0.122)
H (-1.061, -0.499, 1.580)
H (-1.125, -1.409, -0.082)

Forces on atoms 1 to 6 (eV/Å):
C -0.567 0.783 -0.313
C 2.163 -1.920 0.304
C -1.210 -0.387 -1.579
O -0.777 0.487 -0.655
O -0.349 -0.196 0.409
F -0.845 0.257 0.304

Just the Löwdin charges please, in e? Sure, here they are:
1 C -0.091
2 C -0.040
3 C -0.185
4 O -0.063
5 O -0.185
6 F 0.158
7 H 0.110
8 H 0.126
9 H 0.170

---

Below is a structure of composition H14LiO7 at a distorted geometry, with properties calculated with wB97M-V/def2-TZVPD.

## Properties
HOMO: -14.223 eV
ΔE to the lowest compared entry with this formula, charge and spin: 46.5 kcal per mole
HOMO-LUMO gap: 10.520 eV
charge: +1
multiplicity: 1
E_tot: -542.41997 hartree
M: 133.05 g/mol

Positions of all 22 atoms, in Å:
Li (13.165, 7.556, 35.657)
O (14.949, 7.681, 35.135)
H (14.969, 8.263, 34.436)
H (15.865, 7.355, 35.266)
O (13.520, 7.685, 37.804)
H (13.957, 7.075, 38.419)
H (12.882, 8.113, 38.120)
O (12.918, 5.256, 36.245)
H (11.969, 5.122, 36.274)
H (13.374, 4.545, 36.816)
O (12.444, 7.247, 33.612)
H (12.243, 8.279, 33.572)
H (11.575, 6.958, 33.601)
O (15.238, 9.998, 37.337)
H (15.287, 9.918, 36.380)
H (14.597, 9.330, 37.496)
O (10.756, 7.760, 36.663)
H (10.152, 7.885, 37.459)
H (10.625, 8.632, 36.256)
O (12.744, 9.584, 35.386)
H (12.188, 9.917, 36.078)
H (13.125, 10.490, 34.907)

Forces on atoms 1 to 6 (eV/Å):
Li -0.096 -0.808 0.367
O 1.058 -2.075 2.448
H 0.363 1.906 -2.712
H -0.934 0.250 -0.079
O 8.624 -5.411 -4.668
H -0.573 0.530 -0.129

Just the Löwdin charges please, in e? Sure, here they are:
1 Li 0.694
2 O -0.063
3 H 0.010
4 H 0.118
5 O 0.013
6 H 0.115
7 H -0.078
8 O -0.096
9 H 0.036
10 H 0.110
11 O -0.080
12 H 0.110
13 H 0.007
14 O -0.034
15 H 0.009
16 H -0.046
17 O -0.067
18 H 0.108
19 H 0.034
20 O -0.134
21 H 0.032
22 H 0.201

---

The highest M belongs to which entry? C8H14BrNSi

---

Repeat the second record exactly.
Below is a cluster of 2 separate species, C7H11N2O2P in total at a distorted geometry, with properties calculated with wB97M-V/def2-TZVPD.

## Properties
HOMO: -8.571 eV
ΔE to the lowest compared entry with this formula, charge and spin: 40.6 kcal per mole
HOMO-LUMO gap: 9.270 eV
multiplicity: 1
E_tot: -874.64831 hartree
M: 186.15 g/mol

Positions of all 23 atoms, in Å:
C (-0.984, -0.921, 0.867)
C (-1.987, -0.647, -0.090)
C (-0.352, 0.124, 1.520)
C (-2.304, 0.644, -0.438)
C (-0.569, 1.414, 1.078)
C (-1.492, 1.681, 0.038)
C (1.445, -1.711, -0.675)
N (1.619, 2.180, -0.485)
N (1.391, -0.269, -1.091)
O (2.473, 0.274, 1.315)
O (-1.771, 2.928, -0.264)
P (1.868, 0.760, 0.082)
H (-0.720, -1.804, 1.312)
H (-2.544, -1.403, -0.374)
H (0.276, 0.103, 2.363)
H (-3.115, 1.002, -1.071)
H (-0.086, 2.119, 1.754)
H (1.243, -1.978, 0.324)
H (0.762, -2.396, -1.380)
H (2.455, -1.938, -0.944)
H (-1.114, 3.514, 0.008)
H (1.690, 2.878, 0.267)
H (0.545, -0.095, -1.572)

Forces on atoms 1 to 6 (eV/Å):
C -0.824 2.317 -0.124
C 3.041 2.177 2.633
C -1.232 1.010 -1.411
C 0.917 1.683 -0.388
C -0.638 -0.238 0.378
C 0.501 -1.471 2.338

Just the Löwdin charges please, in e? Sure, here they are:
1 C -0.100
2 C -0.055
3 C -0.152
4 C 0.003
5 C -0.098
6 C -0.341
7 C -0.138
8 N -0.166
9 N -0.149
10 O -0.285
11 O 0.106
12 P 0.515
13 H 0.079
14 H 0.055
15 H 0.096
16 H 0.127
17 H 0.125
18 H 0.034
19 H 0.134
20 H 0.058
21 H 0.082
22 H 0.000
23 H 0.072